--- P ---
Density functional theory data (wB97M-V/def2-TZVPD) for 2 unconnected molecules or ions with the total composition C4H12NO2.

```
19
Properties=species:S:1:pos:R:3:mulliken_spin:R:1
C 1.8968 -1.8682 0.2212 3.06
N 0.8938 -1.0075 0.7739 -1.60
C -0.1485 -1.6622 1.5348 1.72
C 0.3026 -0.1323 -0.2684 -0.24
C -0.0445 1.2673 0.3134 0.26
O -0.2241 2.1829 -0.7041 -0.10
H 2.6893 -1.3351 -0.3403 -0.20
H 1.5262 -2.5012 -0.6056 -0.38
H 2.4427 -2.4392 0.9210 -0.70
H -0.4187 -2.6306 1.0981 -0.38
H -0.9925 -1.0102 1.6179 0.43
H 0.1477 -1.8281 2.5732 -0.88
H 1.0746 0.1765 -0.9617 0.09
H -0.4820 -0.4954 -0.9365 -0.13
H 0.7914 1.6047 0.8891 0.01
H -0.8605 1.2566 1.1242 0.03
H -2.6727 0.8519 -1.0123 -0.01
H -1.3697 1.8009 -1.4086 0.02
O -2.3472 1.3963 -1.7267 0.01
```

Total charge: -2
HOMO (spin up / spin down): 3.966 / -0.698 eV
<S²>: 0.751
Multiplicity: 2
Gap between HOMO and LUMO (spin up / spin down): 0.1031 / 0.2750 Ha



--- Q ---
Density functional theory data (wB97M-V/def2-TZVPD) for 2 unconnected molecules or ions with the total composition C4H12NO2.

```
19
Properties=species:S:1:pos:R:3:mulliken_spin:R:1
C -1.1681 0.6611 -0.8939 0.58
N 0.2975 0.6360 -0.9075 -0.20
C 0.8932 -0.5739 -1.4417 0.08
O 0.9529 -1.6692 -0.6140 -0.07
C -1.7293 1.3224 0.3546 1.85
C -1.4756 0.5793 1.6568 2.38
H -1.5534 -0.3732 -0.9633 -0.05
H -1.5276 1.0936 -1.8373 -0.19
H 0.6828 0.8223 0.0094 -0.10
H 1.9281 -0.3167 -1.7931 -0.01
H 0.3765 -0.8348 -2.3868 0.03
H -1.2001 2.2884 0.4036 0.15
H -2.7857 1.5908 0.2364 -1.61
H -0.8395 -0.2877 1.4393 -0.22
H -2.3890 0.1039 2.0559 -0.93
H -1.1062 1.1730 2.4946 -0.68
H 1.5694 -0.6841 1.9804 -0.02
H 1.7457 -1.3050 0.4595 0.03
O 2.2552 -0.9406 1.3576 -0.04
```

Total charge: -2
HOMO (spin up / spin down): 4.236 / -0.739 eV
<S²>: 0.751
Multiplicity: 2
Gap between HOMO and LUMO (spin up / spin down): 0.1036 / 0.2827 Ha



Short version: P is the least stable of them.



--- P ---
Density functional theory data (wB97M-V/def2-TZVPD) for a molecular structure, C3H5BrSi.

```
10
Properties=species:S:1:pos:R:3:mulliken_charge:R:1
C -1.1079 0.8924 1.9516 0.18
C -0.5682 0.0889 1.2444 -0.60
C 0.0498 -0.6670 0.2466 -0.21
Si 0.4335 0.1378 -1.4056 0.34
Br 1.8999 -1.2827 0.8233 -0.15
H -1.6934 1.5743 2.6163 0.38
H -0.5868 -1.5229 -0.1798 0.28
H 0.8057 -1.0987 -2.2757 -0.07
H 1.5609 0.9468 -1.0358 -0.09
H -0.7934 0.9311 -1.9854 -0.07
```

Total charge: 0
HOMO: -9.697 eV
Multiplicity: 1
Gap between HOMO and LUMO: 0.3667 Ha



--- Q ---
Density functional theory data (wB97M-V/def2-TZVPD) for C3H5BrSi in the gas phase.

```
10
Properties=species:S:1:pos:R:3:mulliken_charge:R:1
C 0.0137 2.4403 -0.2964 -0.17
C 0.1818 1.2578 -0.0033 -0.43
C 0.5867 -0.0003 0.4280 -0.20
Si -0.6436 -1.4039 -0.2837 0.48
Br 2.5135 -0.4232 -0.1082 -0.15
H -0.4984 3.2578 -0.6831 0.41
H 0.7093 -0.2555 1.5273 0.34
H 0.0303 -2.6167 0.1592 -0.08
H -1.2345 -0.8765 -1.4654 -0.10
H -1.6586 -1.3797 0.7256 -0.10
```

Total charge: 0
HOMO: -9.566 eV
Multiplicity: 1
Gap between HOMO and LUMO: 0.3586 Ha
Structure (SMILES): C#C[C@@H]([SiH3])Br



Short version: Q is the least stable of them.



--- P ---
Density functional theory data (wB97M-V/def2-TZVPD) for a molecular structure, C31H28FN6OPt.

```
68
Properties=species:S:1:pos:R:3:mulliken_charge:R:1
Pt -0.7439 0.9271 -0.2408 0.95
O -1.2271 2.8550 -0.2224 -0.77
C -1.8272 3.6081 0.6491 0.56
C -2.0205 4.9658 0.3018 -0.51
C -2.6436 5.8465 1.1499 -0.41
C -3.1213 5.4266 2.3969 -0.75
C -2.9534 4.1064 2.7477 -0.77
C -2.3175 3.1870 1.9033 0.24
C -2.2071 1.7920 2.3112 0.55
N -1.9800 0.7395 1.5427 0.02
C -2.0263 -0.3737 2.3537 -0.27
C -2.2739 0.0040 3.6290 -1.09
N -2.3862 1.3775 3.5886 -0.03
H -1.6430 5.2806 -0.6621 0.46
H -2.7652 6.8792 0.8454 0.37
H -3.6238 6.1144 3.0627 0.38
H -3.3458 3.7699 3.7016 0.26
H -1.9020 -1.3610 1.9512 0.49
H -2.3731 -0.5570 4.5399 0.43
H -2.4945 1.9879 4.3773 0.21
C 0.4581 -1.7459 -4.0027 -1.50
C 0.9749 -0.5888 -3.1430 1.23
C 1.7770 0.3939 -3.9967 -1.86
C 1.7581 -1.1183 -1.9568 0.90
C 3.1065 -1.4228 -2.1019 -0.52
C 3.8447 -1.9334 -1.0461 -1.61
C 3.2271 -2.1468 0.1723 -0.20
C 1.8759 -1.8624 0.3515 0.76
C 1.2425 -2.0984 1.7028 1.97
C 1.7910 -1.1124 2.7353 -1.47
C 1.4081 -3.5423 2.1797 -1.61
C 1.1385 -1.3380 -0.7152 -1.07
N -0.2448 -0.9978 -0.5702 0.31
C -1.1384 -2.0224 -0.7287 0.95
C -0.7314 -3.3595 -0.9512 -0.50
C -1.6310 -4.4031 -1.1036 -0.97
C -2.9985 -4.1875 -1.0501 -0.66
C -3.4412 -2.8838 -0.8544 -0.54
C -2.5398 -1.8584 -0.7048 0.27
F -3.0629 -0.6095 -0.5567 -0.35
H -0.0949 -1.3644 -4.8648 0.42
H -0.2043 -2.4008 -3.4350 0.33
H 1.2931 -2.3472 -4.3741 0.30
H 0.1088 -0.0585 -2.7477 -0.01
H 2.5290 -0.1173 -4.6035 0.35
H 2.2851 1.1373 -3.3824 0.43
H 1.1121 0.9233 -4.6814 0.40
H 3.5915 -1.2497 -3.0545 0.32
H 4.8971 -2.1565 -1.1727 0.36
H 3.8027 -2.5435 1.0012 0.34
H 0.1807 -1.9116 1.5801 -0.94
H 2.8535 -1.2953 2.9151 0.30
H 1.2657 -1.2116 3.6888 0.42
H 1.6827 -0.0828 2.3900 0.33
H 2.4620 -3.8131 2.2745 0.30
H 0.9394 -4.2400 1.4840 0.34
H 0.9424 -3.6758 3.1596 0.44
H 0.3284 -3.5644 -1.0142 0.60
H -1.2449 -5.4022 -1.2678 0.39
H -3.7041 -4.9992 -1.1623 0.36
H -4.4951 -2.6377 -0.8223 0.44
N 1.1694 1.5393 -0.7110 -0.88
C 1.8097 2.5101 -0.7358 0.84
C 2.6305 3.6215 -0.7811 -0.06
C 3.2785 4.0616 0.4010 0.02
N 3.8036 4.4185 1.3651 -0.53
C 2.8362 4.2890 -2.0150 0.09
N 3.0022 4.8323 -3.0199 -0.55
```

Total charge: -1
HOMO: -4.529 eV
Multiplicity: 1
Gap between HOMO and LUMO: 0.2501 Ha



--- Q ---
Density functional theory data (wB97M-V/def2-TZVPD) for a molecular structure, C31H28FN6OPt.

```
68
Properties=species:S:1:pos:R:3:mulliken_charge:R:1
Pt 1.1407 -0.3883 -0.4109 1.60
O 2.9509 -0.1879 -1.0365 -0.95
C 3.8526 0.6774 -0.6032 0.63
C 5.1821 0.2452 -0.4502 -0.48
C 6.1913 1.1144 -0.0955 -0.43
C 5.9159 2.4655 0.1405 -0.79
C 4.6101 2.8910 0.0185 -0.80
C 3.5788 2.0194 -0.3491 0.23
C 2.2043 2.4983 -0.4630 0.90
N 1.1055 1.7728 -0.5620 0.00
C 0.0272 2.6552 -0.5706 -0.25
C 0.4929 3.9212 -0.4997 -0.95
N 1.8674 3.8057 -0.4376 -0.07
H 5.3727 -0.8076 -0.6221 0.42
H 7.2028 0.7406 0.0214 0.38
H 6.6986 3.1557 0.4261 0.39
H 4.3887 3.9310 0.2348 0.26
H -0.9880 2.3152 -0.6298 0.14
H -0.0102 4.8744 -0.4846 0.45
H 2.5214 4.5626 -0.3711 0.17
C -0.4285 0.2648 -3.4510 -1.18
C -1.8952 0.0209 -3.1055 0.37
C -2.2720 -1.4395 -3.3770 -1.49
C -2.3508 0.5397 -1.7367 1.87
C -3.4234 1.4391 -1.7705 -1.05
C -3.9518 1.9860 -0.6142 -1.35
C -3.3822 1.6436 0.6003 -1.11
C -2.3026 0.7567 0.6908 1.31
C -1.7378 0.5551 2.0999 0.78
C -1.5663 -0.8965 2.5488 -1.15
C -0.4538 1.3593 2.3383 -1.11
C -1.8024 0.1836 -0.4914 -2.46
N -0.7939 -0.8211 -0.4435 0.84
C -1.2755 -2.1301 -0.4245 0.08
C -2.6445 -2.4367 -0.3116 -0.13
C -3.1266 -3.7411 -0.2960 -0.94
C -2.2622 -4.8202 -0.3924 -0.66
C -0.9039 -4.5543 -0.5219 -0.61
C -0.4513 -3.2550 -0.5414 0.65
F 0.8843 -3.0882 -0.7130 -0.36
H -0.2413 -0.0629 -4.4789 0.52
H 0.2406 -0.2944 -2.8040 0.01
H -0.1610 1.3230 -3.3776 0.21
H -2.4698 0.6218 -3.8105 0.53
H -1.6400 -2.1339 -2.8175 0.23
H -2.1439 -1.6527 -4.4440 0.54
H -3.3127 -1.6458 -3.1092 0.31
H -3.8551 1.6993 -2.7312 0.36
H -4.7898 2.6716 -0.6590 0.32
H -3.7690 2.0814 1.5146 0.39
H -2.4874 1.0066 2.7504 0.49
H -0.7517 -1.3959 2.0146 -0.28
H -2.4770 -1.4803 2.3963 0.31
H -1.3188 -0.9165 3.6140 0.58
H 0.3425 1.0516 1.6648 -0.18
H -0.0993 1.2110 3.3626 0.57
H -0.6257 2.4308 2.1871 0.24
H -3.3454 -1.6143 -0.2363 0.45
H -4.1952 -3.9067 -0.2000 0.41
H -2.6263 -5.8404 -0.3672 0.38
H -0.1716 -5.3487 -0.6141 0.46
N 2.0653 -1.3993 1.3064 -0.70
C 1.8865 -1.5157 2.4465 0.54
C 1.6794 -1.6622 3.8243 -0.02
C 2.1928 -0.6778 4.7311 0.16
N 2.6065 0.1159 5.4631 -0.59
C 0.9473 -2.7913 4.3186 0.18
N 0.3546 -3.7023 4.7125 -0.59
```

Total charge: -1
HOMO: -4.362 eV
Multiplicity: 1
Gap between HOMO and LUMO: 0.2430 Ha



Short version: Q is the least stable of them.



--- P ---
Density functional theory data (wB97M-V/def2-TZVPD) for a molecular structure, C10H11NS.

```
23
Properties=species:S:1:pos:R:3:mulliken_charge:R:1
C 2.3847 -1.8755 -0.1443 -0.45
C 3.2746 -0.9188 0.3123 -0.71
C 1.1386 -1.5001 -0.5656 -0.52
C 2.8260 0.3696 0.3683 -0.13
C 0.7260 -0.1825 -0.5715 -0.08
C 1.5768 0.8435 -0.0747 0.68
C -1.0659 1.4882 -0.8720 -0.90
C -1.7385 0.4258 -0.1464 1.59
C -1.4799 0.6339 1.3489 -1.20
C -3.0182 -0.1428 -0.6031 -1.29
N -0.5692 0.1639 -1.0110 -0.32
S 1.0102 2.4527 -0.0549 -0.25
H 2.5619 -2.8878 -0.2756 0.43
H 4.2157 -1.1791 0.6890 0.44
H 0.4019 -2.2000 -1.0257 0.30
H 3.2952 1.1269 1.1454 0.17
H -1.2614 2.2266 -1.6396 0.34
H -0.3907 0.3812 1.4864 0.25
H -2.1806 0.1050 2.0325 0.46
H -1.7475 1.6846 1.6132 0.29
H -3.6194 -0.0533 0.3169 0.38
H -2.7603 -1.2269 -0.7621 0.25
H -3.5802 0.2650 -1.5663 0.28
```

Total charge: 0
HOMO (spin up / spin down): -7.756 / -7.756 eV
Multiplicity: 1
Gap between HOMO and LUMO (spin up / spin down): 0.2799 / 0.2799 Ha



--- Q ---
Density functional theory data (wB97M-V/def2-TZVPD) for a molecular structure, C10H11NS.

```
23
Properties=species:S:1:pos:R:3:mulliken_charge:R:1
C -2.6555 0.8133 -1.7427 -0.21
C -3.1955 1.4575 -0.6060 -0.75
C -1.7751 -0.2537 -1.6489 -0.98
C -2.6965 1.0521 0.6313 -0.33
C -1.1275 -0.4240 -0.4188 0.41
C -1.7614 0.1008 0.7171 0.37
C 0.2379 -1.2642 1.6314 -0.63
C 1.0180 -0.6606 0.4775 1.55
C 1.3399 0.8256 0.4518 -1.71
C 2.4206 -1.4062 0.1871 -1.44
N -0.0335 -1.2320 -0.2602 -0.66
S -1.2704 -0.4958 2.3284 -0.18
H -2.9758 1.1011 -2.6904 0.43
H -3.6504 2.3880 -0.7589 0.39
H -1.3479 -0.6518 -2.4595 0.52
H -3.1284 1.4962 1.5391 0.31
H 0.4422 -2.1931 2.0171 0.48
H 1.6358 1.0641 -0.4720 0.54
H 2.0406 1.0702 1.1558 0.52
H 0.4528 1.4714 0.7553 0.27
H 3.0005 -1.2916 1.0451 0.39
H 2.7145 -0.7764 -0.7275 0.34
H 2.2509 -2.4780 0.0071 0.38
```

Total charge: 0
HOMO: -8.266 eV
Multiplicity: 1
Gap between HOMO and LUMO: 0.3176 Ha



Short version: P is the least stable of them.



--- P ---
Density functional theory data (wB97M-V/def2-TZVPD) for C5H8N2O2 in the gas phase.

```
17
Properties=species:S:1:pos:R:3:mulliken_charge:R:1
C 2.3767 -0.7780 -0.0278 -0.87
C -0.0250 -1.2055 -0.1429 -0.51
C -1.1906 -0.4871 -0.1114 0.21
C -0.8380 0.8760 -0.0644 0.36
C 0.4994 0.9663 -0.0337 0.00
H 3.0277 -0.1036 -0.5795 0.33
H 2.4912 -1.8010 -0.4142 0.29
H 2.7776 -0.7674 1.0525 0.26
H 0.1370 -2.2646 -0.2330 0.35
H -2.8367 -1.1566 0.8836 0.26
H -3.1556 -0.5174 -0.5991 0.31
H -2.3860 1.8597 0.5206 0.30
H 0.9372 2.8251 0.1697 0.34
N 1.0388 -0.3141 -0.0723 0.21
N -2.4862 -1.0957 -0.0863 -0.65
O -1.7309 1.9657 -0.1342 -0.62
O 1.3636 1.9982 -0.1276 -0.56
```

Total charge: 0
HOMO: -7.563 eV
Multiplicity: 1
Gap between HOMO and LUMO: 0.2988 Ha
Structure (SMILES): Cn1cc(N)c(O)c1O



--- Q ---
Density functional theory data (wB97M-V/def2-TZVPD) for a molecular structure, C5H8N2O2.

```
17
Properties=species:S:1:pos:R:3:mulliken_charge:R:1
C -0.6680 0.5523 -0.4689 0.54
C -0.7408 1.3553 0.8832 -0.64
C 0.8185 1.4273 0.5930 -0.22
C 0.4429 1.6432 -0.8846 -0.48
C 0.1894 -0.5610 0.1153 0.15
H -1.5747 -0.0935 -2.1444 0.30
H -2.4118 -0.3732 -0.7622 0.32
H -1.1599 2.3334 0.7407 0.36
H -1.2004 0.9571 1.8760 0.25
H 1.3833 2.1239 1.2126 0.43
H 0.0701 2.6645 -1.0307 0.31
H 1.2148 1.4140 -1.7126 0.27
H 0.5442 -3.5755 -0.1009 0.36
N -1.8341 0.3550 -1.2190 -0.69
N -0.1521 -1.7531 -0.0726 -0.40
O 1.2493 -0.0326 0.7031 -0.43
O 0.8490 -2.7382 0.4887 -0.44
```

Total charge: 0
HOMO: -9.267 eV
Multiplicity: 1
Gap between HOMO and LUMO: 0.3734 Ha



Short version: Q is the least stable of them.